# C4H9NO

One molecule with the formula C4H9NO in a non-equilibrium geometry (ωB97M-V/def2-TZVPD, the Open Molecules 2025 dataset).

Atoms and positions in Å:
C (-0.91282, 1.09784, -1.89933)
H (0.71245, -1.56680, 2.72131)
H (0.38126, -2.32999, 1.15218)
O (-0.80182, 1.87867, 0.23446)
C (0.27931, -1.40279, 1.72613)
H (0.41234, -0.53897, -1.40945)
N (0.43980, -0.02482, -0.35191)
H (2.05785, -0.44396, 0.93690)
H (-1.15218, -0.04093, -2.32044)
C (0.98217, -0.25505, 1.00585)
H (-0.78790, -1.18507, 1.84743)
C (-0.40118, 1.00188, -0.52031)
H (-0.24187, 1.46436, -2.68031)
H (0.85768, 0.67652, 1.59207)
H (-1.82510, 1.66910, -2.03456)

Atoms 1-6, force components in eV/Å:
C -1.2 -3.3 -3.5
H -0.1 0.1 -0.2
H 0.0 0.1 0.1
O 0.9 -0.7 1.2
C 0.0 -0.1 -0.1
H 1.1 0.9 4.7

Computed properties:
Spin multiplicity: 1
LUMO: 0.835 eV
Gap between HOMO and LUMO: 10.33 eV
SMILES string: CCNC(C)=O
Relative energy (zero: lowest compared OMol25 entry of this formula, charge and spin): 37.2 kcal per mole